Density functional theory data (ωB97M-V/def2-TZVPD) for 6 unconnected molecules or ions with the total composition C44H40BrF5O3 in a non-equilibrium geometry.

```
93
Properties=species:S:1:pos:R:3
Br 0.26984 -0.22996 -3.56626
F 0.48483 -0.06841 -10.59441
F -2.36273 1.03283 -3.95271
F -2.47695 -3.51409 8.72588
F -3.26673 8.28501 -1.13983
F -1.42295 -2.89860 4.66625
O 2.94929 -0.10548 -4.03321
O 4.66742 -2.95176 -2.25017
O 0.56245 -4.36442 0.38002
C -4.08481 -5.91705 3.87736
C 2.32509 -2.83908 -2.25463
C 0.20232 0.12637 -8.26892
C -0.50037 7.12798 0.86968
C 2.62205 -3.26557 0.59271
C -0.18065 -0.11791 8.72972
C 0.87951 0.46939 -9.42156
C 5.42689 -1.08065 0.21833
C 5.04221 -2.55118 0.48983
C -2.84327 -4.60369 5.47148
C -3.52006 -5.19293 2.83579
C -2.30341 -3.89650 4.41755
C 2.47534 -3.30903 2.08433
C -0.44206 9.52727 0.73442
C -1.40006 3.17906 -3.97343
C -1.66952 -1.62265 7.57873
C 0.61615 0.68092 -7.06569
C 2.34666 1.89709 -8.20701
C 3.65288 -2.91041 -1.58467
C -0.89424 -0.47177 7.59298
C -1.71992 -2.39317 8.72204
C 1.68514 1.56613 -7.03221
C -3.72377 4.17667 -2.81125
C -1.24937 -2.91946 -1.44948
C 2.30404 -2.38304 -3.68137
C -2.15773 8.30450 -0.36929
C -1.51330 4.53239 -3.68851
C -1.64209 7.10722 0.08186
C 1.22245 -3.21786 -1.58824
C 0.09920 8.33605 1.19898
C -2.67085 5.03180 -3.10693
C -3.74653 -5.61983 5.18988
C 1.38951 -3.66606 -0.15565
C 1.32480 -2.36321 2.52126
C 3.71763 -2.92482 -0.09649
C -1.02494 -2.06341 9.86780
C -1.57881 9.51874 -0.06155
C -2.46410 2.35321 -3.67284
C -0.13749 -3.30391 -2.12255
C -3.62738 2.82229 -3.09875
C 2.08963 -0.88467 -3.80082
C 1.94750 1.34406 -9.41561
C -0.24578 -0.91558 9.86409
C -2.62330 -4.16926 3.10208
H 0.37771 -2.88909 2.59928
H -4.18587 -6.18082 6.00390
H -0.07940 6.19729 1.22585
H -2.56255 -4.36716 6.48822
H 5.98457 -0.69670 1.07452
H 0.31095 -0.64438 10.75117
H -4.78614 -6.71278 3.66519
H 1.50683 -2.88647 -4.23378
H 3.17859 2.58847 -8.18483
H -0.63184 -0.56054 -8.31937
H -1.09723 -2.69684 10.74145
H 2.17635 -4.32325 2.35085
H 5.79413 -3.17575 0.00160
H -4.43661 2.13739 -2.88447
H -2.13072 6.17854 -0.18210
H 1.17896 -1.61261 1.73700
H 4.55606 -0.43541 0.10277
H -2.17397 -3.58879 2.30692
H 3.38105 -3.00424 2.59724
H 0.42473 0.77857 8.73271
H 0.10681 0.42195 -6.14656
H 2.00317 1.99325 -6.08989
H -0.26281 -3.74478 -3.11367
H 0.98741 8.34902 1.81614
H 0.02163 10.47009 0.99222
H -2.01327 10.43392 -0.44011
H -2.75409 6.08762 -2.88395
H -2.22403 -1.91054 6.69858
H -0.50582 2.76610 -4.42063
H -4.62507 4.56447 -2.35527
H -1.41806 -1.90671 -1.09338
H -0.84980 0.15000 6.70866
H 6.09096 -1.00213 -0.63884
H 1.55990 -1.81743 3.43184
H 2.45251 1.58157 -10.34205
H 3.24317 -2.58694 -4.19221
H -0.69334 5.19811 -3.92295
H -2.05085 -3.63752 -1.29264
H 5.11346 -2.77357 1.55069
H -3.77710 -5.42547 1.81093
```

E   -136046.242 eV
Multiplicity   1
SMILES string   C=CC1=C(CC(=O)Br)C(=O)C(CC)=C(CC)C1=O.Fc1ccccc1.Fc1ccccc1.Fc1ccccc1.Fc1ccccc1.Fc1ccccc1


Density functional theory data (ωB97M-V/def2-TZVPD) for a molecular structure, C44H41BrDyN7O4P2S in a non-equilibrium geometry.

```
101
Properties=species:S:1:pos:R:3
Dy 1.25742 -0.50074 -0.44315
Br 3.59562 -0.80057 5.41895
S 3.47754 -2.14688 -1.38663
P -1.65420 1.24658 -0.20257
P -1.45871 -1.19981 1.51901
O 1.15159 -0.90445 -2.63444
O 1.54695 -2.64418 -4.55312
O -0.66953 0.51523 -1.07314
O -0.48891 -1.67904 0.46122
N 2.79179 -4.44988 -2.47184
N 2.07843 1.18828 -2.95899
N 2.00411 1.37023 -1.62479
N 1.79343 -3.23163 0.72802
N 3.08989 -0.49533 1.36017
N 1.65895 1.86453 1.02848
N 1.88028 -4.03098 -0.41785
C 1.90473 3.35640 2.89499
C -1.54875 0.63383 1.53959
C 1.87862 -1.58120 -5.32735
C -3.13876 -1.76771 1.29142
C -5.91093 0.65071 -1.69702
C -0.02083 -3.02959 5.45624
C -5.74663 -2.64006 1.02956
C -0.83403 5.73241 -0.37900
C -3.55080 0.26953 -1.92266
C 4.21489 0.11245 0.96480
C 2.38288 4.12901 0.69537
C -3.33621 0.98789 -0.75073
C 1.69644 -0.00885 -3.39323
C -0.92184 3.56088 -1.39984
C -0.83632 -3.21481 3.20591
C -5.69362 1.37472 -0.53040
C 2.14463 2.57806 -1.20545
C 1.60683 2.12918 2.33616
C 2.95554 -0.77191 2.65705
C -4.06216 -1.50261 2.30383
C -1.45828 3.82358 0.94284
C -0.90340 -1.82107 3.11988
C -0.10356 -1.64783 5.37823
C -0.39184 -3.81586 4.37044
C 1.95219 -0.27181 -4.81449
C 2.65989 -3.62096 -1.44276
C 2.53942 -0.77471 -7.48921
C 2.05903 2.86019 0.21319
C -4.40530 1.55350 -0.05825
C -1.21905 5.18483 0.83709
C -4.82146 -2.91855 0.03429
C 2.30273 4.38362 2.04880
C 2.32021 0.77376 -5.67602
C -3.51117 -2.48365 0.16054
C 2.60837 0.52803 -6.99841
C -4.84317 0.10456 -2.39460
C -5.36806 -1.93596 2.16683
C 2.17491 -1.81841 -6.66516
C 5.23569 0.44817 1.83350
C -0.54700 -1.03915 4.21151
C 5.08879 0.17613 3.18455
C -1.30218 3.00984 -0.17518
C -0.68929 4.92297 -1.49854
C 3.91701 -0.43567 3.59673
H 3.19516 -4.08854 -3.32172
H 4.29974 0.33436 -0.09341
H 1.82596 3.50628 3.96259
H -6.52609 1.81523 0.00191
H 2.55260 5.35907 2.44452
H 1.25369 -2.28326 -3.69578
H 2.04760 -1.28177 2.96695
H -6.08670 -1.73657 2.95056
H -3.75055 -0.97979 3.20275
H -1.16410 -3.81931 2.36516
H -2.70470 -0.13810 -2.46313
H -1.78057 3.40735 1.89102
H 2.60462 -3.38175 1.32363
H 5.86523 0.42665 3.89452
H 0.17612 -1.03888 6.22697
H -2.43725 0.94524 2.09303
H -2.77827 -2.70033 -0.60754
H -5.12377 -3.47516 -0.84291
H 0.96154 -3.49831 1.23650
H 2.10606 -2.83336 -7.03457
H -0.40514 5.35576 -2.44901
H -0.35061 -4.89478 4.44247
H 2.88768 1.34115 -7.65406
H 6.13607 0.91532 1.46022
H 2.27924 -5.31585 -2.52541
H -5.01814 -0.44689 -3.30902
H -4.23035 2.14513 0.83465
H -6.92000 0.52637 -2.06742
H -0.66238 1.07354 1.99745
H 0.32068 -3.49435 6.37148
H -0.65572 6.79739 -0.45374
H 2.69808 4.89003 -0.00604
H 1.64667 -5.00943 -0.34357
H 1.32810 1.29799 2.97777
H -0.82527 2.92134 -2.27017
H 2.36140 1.77192 -5.26845
H 2.76756 -0.96786 -8.52910
H 2.32271 3.38552 -1.90736
H -1.34912 5.82052 1.70330
H -6.76917 -2.97858 0.92653
H -0.63147 0.04147 4.16406
```

Net charge   +2
E   -188443.058 eV
Multiplicity   6


Density functional theory data (ωB97M-V/def2-TZVPD) for a molecular structure, C44H41F6N3O4 in a non-equilibrium geometry.

```
98
Properties=species:S:1:pos:R:3
F 0.19422 3.87697 5.75005
F 1.98515 2.84513 6.59281
F 0.57163 1.74689 5.26534
F -4.66220 -4.72781 1.87513
F -6.31870 -5.30083 0.53357
F -6.76183 -4.18673 2.40485
O 2.99002 1.38851 -2.68313
O 0.43066 -1.95364 -3.86178
O 0.86980 1.75688 -3.11130
O -0.64881 0.00631 -3.39090
N -4.77287 -3.29311 -0.51869
N 0.92539 3.43307 3.16739
N 6.07988 -0.69444 2.06891
C 1.41944 -0.46757 -2.17420
C -4.90156 -4.86278 -2.45357
C 6.71920 -1.77934 2.80566
C 0.52696 0.29192 0.34347
C 4.64645 -0.16384 -1.26954
C -1.71453 -1.53278 0.65654
C -0.43020 2.20731 1.51913
C -3.47732 -2.80601 -0.43530
C 1.18199 5.79596 2.75183
C -1.60708 6.10515 2.73247
C -7.03675 -3.39146 -3.46139
C -5.33778 -3.72644 -1.75150
C 1.80023 1.45563 2.06877
C 5.45489 -0.92617 0.87442
C -2.96307 -2.11228 0.70770
C 5.39742 0.06541 -0.12751
C -5.87522 -4.29786 1.37536
C 1.84603 0.93491 -2.63040
C 4.73665 -2.13043 0.68760
C 1.92832 3.37736 4.23018
C -6.46351 -4.41452 -4.21824
C -1.28847 -2.51038 -1.47428
C 6.37617 0.64106 2.56358
C 3.77328 -1.24596 -1.34608
C 0.75652 2.37750 2.27742
C 3.91380 -2.28536 -0.41927
C -0.54896 1.17535 0.59973
C -0.86911 -1.59833 -0.47734
C -6.45252 -3.03033 -2.25074
C 1.72151 0.51179 1.05512
C 2.64119 -1.31110 -2.38973
C -0.76993 7.18145 2.46894
C 0.29891 1.01937 -5.40672
C 0.42379 -0.88520 -0.53983
C -1.03883 4.84218 2.97764
C 0.38301 -0.91108 -3.20240
C 1.20364 2.96438 5.48255
C -1.20013 2.32789 -3.87975
C -0.16653 1.22947 -3.98085
C -2.58420 -3.00355 -1.51991
C 0.34397 4.69152 2.93014
C -5.69276 -3.02389 0.59452
C 0.61291 7.04343 2.43848
C -5.46011 -5.21288 -3.66892
H -3.56448 -2.01234 1.63197
H 2.58519 -0.12643 0.84841
H -1.49844 1.04725 0.05961
H -0.58721 -2.84320 -2.23846
H -0.77447 3.20018 -4.39208
H 2.24873 5.69117 2.81691
H -0.56288 0.72805 -6.01519
H 7.78868 -1.91072 2.51022
H -1.29257 2.84849 1.69803
H 2.33779 -2.36288 -2.43586
H -1.33349 -1.05356 1.57470
H 3.06355 -0.95174 -3.35845
H -2.68856 6.18819 2.77454
H 1.33732 -1.67299 -0.40336
H -2.90056 -3.55869 -2.39894
H 1.25624 7.88119 2.19935
H 1.06522 0.24634 -5.50280
H -6.83075 -2.17901 -1.70344
H 2.31897 4.37939 4.37975
H 7.19906 1.14074 2.01513
H 3.38733 -3.23338 -0.56596
H -1.37026 2.58777 -2.83410
H -5.11270 -6.10518 -4.19187
H -6.80737 -4.59971 -5.23090
H -2.13846 2.04058 -4.36392
H -6.66117 -2.72850 0.18714
H 6.68334 -1.54393 3.86705
H -7.93124 -2.86337 -3.81400
H 2.69522 1.49846 2.68771
H -5.28601 -2.26656 1.26680
H 5.48791 1.29801 2.50038
H 2.71538 2.65785 4.03985
H 6.66517 0.54122 3.61956
H -1.64188 3.98170 3.21220
H 4.78452 -2.90634 1.43838
H 0.69957 1.97680 -5.77549
H -1.22929 8.15574 2.25253
H 4.72053 0.52476 -2.09278
H 6.20126 -2.72918 2.63065
H -4.09871 -5.45016 -2.01693
H 5.95948 0.97730 -0.03239
```

E   -75256.777 eV
Multiplicity   1


Density functional theory data (ωB97M-V/def2-TZVPD) for 6 unconnected molecules or ions with the total composition C44H41F6NO7P2 in a non-equilibrium geometry.

```
101
Properties=species:S:1:pos:R:3
P 1.63573 -0.01813 -2.50404
P 0.90114 1.55533 -3.81282
F -7.21085 3.18500 -3.96410
F -5.34819 -6.74005 1.61315
F 6.94187 4.24902 4.74333
F -1.25390 -2.80043 -1.36044
F 4.09655 -1.13620 -0.14152
F -7.00041 -3.60613 0.74050
O -0.63296 0.99598 -4.42364
O 0.81436 3.51562 0.55499
O 1.87390 1.85383 -5.17675
O 0.61405 2.90341 -3.12840
O 2.65442 2.97144 -0.94604
O 1.31613 1.29473 -0.24570
O 4.14821 1.59851 -2.34076
N 6.28227 0.18148 -1.86353
C -8.11125 -3.81186 0.01471
C 4.51232 2.07879 0.24202
C 3.56485 1.82107 -1.02785
C 2.44502 0.66852 -0.93114
C 1.49934 2.71256 -0.09846
C -4.95130 3.06774 -4.62166
C -4.02458 -5.11175 -1.03010
C 5.52968 4.28015 -1.14843
C -5.75356 -5.30428 3.43680
C 5.31615 0.79889 -2.27293
C -1.50617 -4.98217 -2.21757
C -3.27600 4.11291 -3.24185
C 10.87547 5.18421 5.44501
C 9.19618 4.12463 4.07667
C -3.61829 3.38682 -4.38018
C -9.29351 -5.06101 -1.65652
C -3.90109 -4.59716 4.80670
C -2.27648 -6.13368 -2.34577
C -3.02770 -5.33584 4.01331
C 2.80700 -0.53968 0.11384
C -10.35893 -3.19650 -0.55282
C 6.89382 6.32441 0.07967
C -8.14000 -4.84500 -0.90933
C 5.88062 4.19134 1.48936
C -5.59371 4.21728 -2.59589
C -2.00017 -3.91095 -1.48951
C 8.22475 4.55071 4.97091
C -4.87561 -6.04044 2.65644
C -3.51779 -6.06620 2.93525
C 1.87995 -2.95415 -0.68585
C 1.64718 -1.64416 0.23630
C 8.55887 5.28765 6.09671
C -4.25996 4.52604 -2.34885
C 5.28592 3.50192 0.19309
C -3.25003 -3.96437 -0.89238
C -9.20948 -2.98683 0.20261
C 10.52886 4.44911 4.31355
C -10.40060 -4.23566 -1.47985
C 6.32359 5.64510 -1.20335
C -5.26459 -4.58281 4.52125
C -3.53531 -6.19679 -1.75458
C 6.65252 5.56714 1.44123
C 9.89235 5.60081 6.33741
C -5.92506 3.48844 -3.72829
H 7.10460 6.07912 2.37255
H 2.90000 -0.01164 1.14317
H 2.61619 -3.66155 -0.13933
H 1.60843 -2.03046 1.32566
H 6.49688 6.14769 -2.22251
H -4.13849 -7.09355 -1.85779
H -3.98847 5.08763 -1.46111
H -3.61049 -3.11347 -0.32559
H -3.51970 -4.03041 5.65045
H 0.61444 -1.18241 0.02270
H 2.18787 -2.72256 -1.76156
H 5.29906 1.26533 0.41819
H 5.78027 3.69038 2.52084
H 0.43898 -0.73410 -2.09600
H -11.22132 -2.55191 -0.41926
H -1.27204 1.76536 -4.46747
H 7.45673 7.32843 0.06706
H 10.16459 6.16980 7.22027
H 0.88671 -3.54330 -0.74043
H -1.89533 -6.98105 -2.90619
H 11.91601 5.43216 5.63019
H -1.96539 -5.34267 4.23438
H -5.00711 -5.16142 -0.57337
H -2.23513 4.35734 -3.05154
H 8.90851 3.54607 3.20615
H -6.37507 4.53787 -1.91664
H -2.84819 3.06954 -5.07638
H -5.23790 2.49634 -5.49704
H -0.52756 -4.91207 -2.67857
H 5.14270 3.89493 -2.14967
H 2.77446 2.17384 -4.91900
H -2.85346 -6.65379 2.31214
H 11.29693 4.12832 3.61772
H 3.85781 2.09787 1.19837
H -7.26597 -5.47227 -1.04018
H -6.81002 -5.29827 3.19461
H -9.32907 -5.87243 -2.37601
H 7.77910 5.61233 6.77587
H -11.29939 -4.40127 -2.06569
H -9.16137 -2.18861 0.93435
H -5.94439 -4.00952 5.14277
```

E   -96990.388 eV
Multiplicity   1
SMILES string   CC[C@@H](F)[C@@]1(PP(=O)(O)O)OC(=O)O[C@]1(Cc1ccccc1)OC#N.Fc1ccccc1.Fc1ccccc1.Fc1ccccc1.Fc1ccccc1.Fc1ccccc1


Density functional theory data (ωB97M-V/def2-TZVPD) for a molecular structure, C44H41N2P3TeZr in a non-equilibrium geometry.

```
92
Properties=species:S:1:pos:R:3
Te -6.21843 -19.73956 0.87381
Zr -4.64829 -21.66808 1.02221
P -2.89074 -19.96478 2.08280
P -3.23218 -21.27156 -1.25311
P -5.98541 -23.33729 -0.65732
N -4.49041 -22.25662 3.20917
N -3.66523 -20.09543 3.57942
C -1.20510 -20.44712 2.47142
C -0.21512 -18.61627 -1.99746
C -6.57410 -26.68216 2.56687
C -5.44305 -26.57253 1.81877
C -4.93537 -23.45494 3.65406
C -3.46332 -17.33370 2.51755
C -0.52517 -23.68871 -3.36698
C -4.28041 -21.52095 5.45815
C -1.93551 -22.59082 -1.77119
C -2.34074 -19.73288 -1.69597
C -4.15107 -21.26411 4.12832
C -2.94006 -18.60441 -2.23846
C -2.78138 -18.23312 1.74782
C -4.58122 -23.07337 -3.09369
C -8.39513 -23.91508 -1.87943
C -0.35086 -24.74522 -2.46627
C -9.97057 -22.22547 -2.66009
C -9.10262 -21.22872 -2.17074
C -7.56508 -22.89361 -1.37473
C -4.77812 -22.65563 5.85569
C -6.29908 -24.65749 0.54614
C 0.56306 -22.03263 2.27879
C -0.77003 -21.70537 2.10830
C -1.67800 -16.32168 0.87532
C -5.30928 -25.60260 0.81812
C -3.28863 -16.00821 2.59872
C 1.34772 -21.21890 3.10085
C -1.85190 -23.67478 -0.93912
C -0.94957 -24.77677 -1.18648
C -2.41913 -15.44020 1.68931
C -0.96843 -19.69918 -1.51590
C -2.23732 -17.45116 -2.57168
C -4.35878 -21.61150 -2.65676
C -7.92879 -21.55046 -1.52912
C -4.99814 -24.04780 -1.96902
C -7.40060 -24.75737 1.43573
C -1.74293 -17.74610 0.97399
C -7.57469 -25.69782 2.38268
C -0.83508 -17.45084 -2.41536
C -9.54975 -23.53641 -2.54089
C -1.29844 -22.59481 -3.01124
C -5.11205 -23.69824 5.02730
C -0.42711 -19.60759 3.26657
C 0.85227 -19.92358 3.53151
H -0.07188 -23.68403 -4.35454
H -9.37646 -20.22156 -2.31325
H -3.81773 -23.60667 -3.63755
H -3.74578 -15.35303 3.34316
H -4.90642 -22.92108 6.86470
H -1.41742 -22.30539 1.45806
H -2.67622 -16.68036 -3.24453
H -0.41917 -20.50613 -1.04985
H -5.36879 -21.14302 -2.52138
H 2.33277 -21.59363 3.31369
H -8.04335 -24.97770 -1.84736
H -5.54308 -24.93753 -2.47554
H -6.61622 -27.38615 3.35650
H -2.22791 -14.35500 1.70030
H -8.45945 -25.63050 2.95961
H -0.83786 -18.62875 3.57778
H -4.04813 -20.71916 6.10271
H -3.97829 -21.10167 -3.57473
H -10.92753 -21.90133 -3.00343
H -5.43463 -23.03614 -3.76844
H -0.25589 -16.54117 -2.60419
H -3.98478 -18.55590 -2.34567
H -5.46934 -24.69083 5.36417
H -0.88615 -25.56985 -0.45194
H 0.88451 -18.70153 -2.06268
H -3.43169 -19.35032 4.15947
H -1.10643 -18.45632 0.50093
H -5.19272 -24.20812 2.86247
H -8.19601 -24.01344 1.28082
H -7.20362 -20.82289 -1.21308
H -4.65745 -27.31466 1.89556
H -4.22086 -17.57224 3.31494
H 0.31657 -25.55350 -2.80090
H -2.47078 -23.73034 -0.03479
H -4.41199 -25.63907 0.07629
H -4.17736 -24.58867 -1.53370
H -1.24525 -21.58521 -3.42695
H 0.83410 -22.94657 1.82340
H -0.92013 -15.85796 0.30728
H -10.22845 -24.29380 -2.91122
H 1.56540 -19.32855 4.05685
```

Net charge   +2
Energy above the lowest of the compared OMol25 structures with the same formula, charge and spin   115.9 kJ/mol
E   -85700.220 eV
Multiplicity   1